Computed, not measured: C18H15N5O2 in the gas phase, with the ωB97M-V functional and the def2-TZVPD basis.

Calculated values
* LUMO: 0.2 eV
* energy relative to the best compared isomer or geometry (same formula, charge and spin): 157.39 kJ/mol
* Kohn-Sham gap: 9.11 eV
* SMILES string: N#CCNC(=O)Cc1nnc(Cc2ccc(-c3ccccc3)cn2)o1
* HOMO energy: -8.89 eV

Last column: Löwdin charge in e.
Geometry (Å):
N1 -2.325 -0.201 5.567  0.16
O1 0.816 3.506 3.806  0.10
C1 -1.611 0.730 5.605  -0.20
N2 -2.813 1.629 2.558  0.10
N3 -2.957 0.348 2.262  0.08
N4 -1.571 -1.428 -1.347  0.10
O2 -0.983 0.873 1.505  0.17
C2 -0.322 3.112 3.654  -0.46
C3 -1.649 1.925 2.047  -0.37
C4 -1.935 -0.114 1.582  -0.26
C5 -0.826 -1.263 -2.416  -0.07
C6 -0.957 -1.586 -0.172  -0.30
C7 0.424 -1.814 -0.093  0.00
C8 3.173 -0.817 -5.851  -0.04
C9 1.935 -0.087 -5.654  -0.06
C10 3.242 -2.008 -4.975  -0.09
C11 1.288 -1.777 -1.240  0.03
C12 1.143 -0.433 -4.513  -0.07
C13 2.429 -2.317 -3.934  -0.07
C14 0.597 -1.555 -2.449  -0.16
C15 1.336 -1.483 -3.684  -0.25
N5 -1.123 2.641 4.696  0.03
C16 -1.010 3.129 2.365  -0.05
C17 -1.826 -1.530 1.067  -0.04
C18 -0.541 1.784 5.666  -0.16
H1 -1.454 -1.092 -3.377  0.15
H2 0.896 -2.068 0.879  0.12
H3 3.841 -0.633 -6.696  0.09
H4 1.721 0.883 -6.242  0.12
H5 4.123 -2.690 -5.092  0.11
H6 2.357 -1.913 -1.214  0.11
H7 0.315 0.283 -4.279  0.12
H8 2.548 -3.191 -3.270  0.13
H9 -2.096 2.311 4.442  0.12
H10 -1.713 3.999 2.273  0.18
H11 -0.255 3.272 1.667  0.12
H12 -1.406 -2.210 1.863  0.14
H13 -2.786 -1.884 0.831  0.10
H14 -0.503 2.251 6.664  0.13
H15 0.478 1.416 5.501  0.13


Computed, not measured: a gas-phase ion, C2H4N3S (charge +1), with the ωB97M-V functional and the def2-TZVPD basis.

Calculated values
* LUMO: -5.4 eV
* energy relative to the best compared isomer or geometry (same formula, charge and spin): 440.48 kJ/mol
* Kohn-Sham gap: 8.20 eV
* HOMO energy: -13.63 eV
* total charge: +1

Last column: Löwdin charge in e.
Geometry (Å):
C1 -0.978 1.349 -0.152  -0.22
C2 -1.358 -1.292 0.108  -0.30
N1 0.210 1.089 0.090  0.02
N2 1.091 0.435 0.552  0.06
N3 2.053 -0.158 -0.092  0.18
S1 -2.284 -0.008 0.029  0.98
H1 -1.479 2.236 -0.439  0.09
H2 -1.703 -2.228 0.245  -0.06
H3 2.553 -0.689 0.546  0.11
H4 1.894 -0.734 -0.886  0.13


Computed, not measured: a molecular structure, C31H40CoN4O, with the ωB97M-V functional and the def2-TZVPD basis.

Calculated values
* LUMO (alpha / beta): 4.4 / 4.4 eV
* energy relative to the best compared isomer or geometry (same formula, charge and spin): 172.44 kJ/mol
* Kohn-Sham gap (alpha / beta): 3.04 / 4.06 eV
* HOMO energy (alpha / beta): 1.39 / 0.37 eV
* total charge: -2
* multiplicity: 4

Last column: Mulliken spin population.
Geometry (Å):
Co1 -0.446 0.070 -0.078  2.02
N1 1.834 1.943 4.166  0.06
N2 -0.377 2.839 -1.468  0.00
C1 -1.309 -1.787 -0.126  0.01
C2 -1.994 -1.273 1.023  0.01
C3 -1.039 -1.064 2.047  -0.40
C4 -1.308 -0.672 3.405  0.73
H1 -2.324 -0.308 3.587  0.03
H2 -0.379 0.690 4.228  0.02
H3 -0.924 -1.344 4.193  0.00
C5 0.254 -1.317 1.515  0.08
C6 1.465 -1.468 2.353  -0.04
H4 1.425 -2.407 2.940  0.01
H5 1.559 -0.633 3.059  0.01
H6 2.361 -1.476 1.722  0.00
C7 0.114 -1.787 0.159  0.15
C8 1.197 -2.415 -0.630  -0.05
H7 2.143 -1.882 -0.472  -0.02
H8 0.967 -2.400 -1.699  0.00
H9 1.329 -3.456 -0.313  0.00
C9 -3.465 -1.141 1.189  0.09
H10 -3.935 -2.039 1.629  -0.03
H11 -3.950 -0.953 0.220  0.01
H12 -3.695 -0.290 1.846  0.02
C10 -1.967 -2.513 -1.227  0.01
H13 -1.279 -2.648 -2.064  0.00
H14 -2.831 -1.947 -1.591  0.00
H15 -2.318 -3.509 -0.914  0.00
C11 2.919 2.714 4.135  -0.04
H16 3.455 2.775 5.098  -0.01
C12 3.346 3.436 3.023  0.10
H17 4.181 4.131 3.134  0.02
C13 2.634 3.269 1.832  0.01
H18 2.977 3.764 0.941  0.00
C14 1.479 2.488 1.823  0.01
H19 0.916 2.311 0.906  0.05
C15 1.029 1.864 3.053  0.24
C16 -0.195 1.120 3.231  -0.13
H20 -1.006 1.500 2.573  0.01
C17 -0.792 1.564 -1.313  0.02
C18 -1.397 3.616 -1.958  0.00
H21 -1.259 4.680 -2.225  0.00
C19 -2.462 2.813 -2.251  0.00
H22 -3.439 3.046 -2.661  0.00
N3 -2.024 1.481 -2.016  0.00
C20 -2.315 0.423 -2.896  -0.02
C21 -3.658 0.163 -3.202  0.00
C22 -3.984 -0.745 -4.224  0.00
H23 -5.038 -0.927 -4.462  0.00
C23 -3.015 -1.441 -4.954  0.00
C24 -3.374 -2.393 -6.054  0.00
H24 -2.641 -3.195 -6.158  0.00
H25 -3.438 -1.878 -7.014  0.00
H26 -4.347 -2.845 -5.879  0.00
C25 -1.685 -1.248 -4.572  0.00
H27 -0.867 -1.799 -5.062  0.00
C26 -1.323 -0.329 -3.564  0.03
C27 0.124 -0.127 -3.282  -0.09
H28 0.542 0.801 -3.709  -0.01
H29 0.696 -0.968 -3.701  0.00
H30 0.357 -0.104 -2.186  0.08
C28 -4.789 0.777 -2.443  0.00
H31 -5.035 1.802 -2.773  0.00
H32 -4.573 0.782 -1.359  0.00
H33 -5.690 0.155 -2.636  0.00
C29 4.947 -1.112 3.314  0.00
N4 5.180 0.168 2.676  0.00
C30 5.839 1.194 3.468  0.00
C31 4.755 0.400 1.412  0.00
O1 4.129 -0.416 0.719  0.00
H34 5.766 -1.290 4.016  0.00
H35 4.912 -1.901 2.557  0.00
H36 4.003 -1.110 3.879  0.00
H37 6.100 2.036 2.819  0.00
H38 5.182 1.554 4.272  0.00
H39 6.742 0.772 3.926  0.00
H40 5.031 1.410 1.046  0.01


Computed, not measured: 2 unconnected molecules or ions with the total composition C5H12NO, with the ωB97M-V functional and the def2-TZVPD basis.

Calculated values
* LUMO: -3.6 eV
* energy relative to the best compared isomer or geometry (same formula, charge and spin): 37.62 kJ/mol
* Kohn-Sham gap: 10.54 eV
* HOMO energy: -14.15 eV
* total charge: +1

Last column: Löwdin charge in e.
Geometry (Å):
C1 -2.686 -1.095 0.841  -0.06
C2 0.399 0.481 -0.500  -0.33
C3 0.670 1.598 0.423  0.02
C4 -0.512 0.708 -1.636  0.00
C5 1.931 -1.017 0.671  -0.01
N1 0.983 -0.659 -0.354  0.06
O1 -1.556 -0.738 0.642  -0.02
H1 -3.478 -0.394 1.132  0.10
H2 -2.995 -2.146 0.742  0.10
H3 1.714 1.626 0.725  0.10
H4 0.077 1.451 1.328  0.12
H5 0.382 2.550 -0.016  0.11
H6 -1.404 1.233 -1.296  0.11
H7 -0.799 -0.212 -2.139  0.10
H8 -0.026 1.368 -2.360  0.12
H9 1.562 -0.744 1.660  0.11
H10 2.105 -2.091 0.645  0.11
H11 2.884 -0.513 0.499  0.11
H12 0.749 -1.406 -1.004  0.18


Computed, not measured: a molecular structure, C42H51BrN6O8P2W, with the ωB97M-V functional and the def2-TZVPD basis.

Calculated values
* LUMO (alpha / beta): -5.8 / -5.8 eV
* Kohn-Sham gap (alpha / beta): 6.22 / 6.12 eV
* HOMO energy (alpha / beta): -12.02 / -11.91 eV
* total charge: +2

Last column: Löwdin charge in e.
Geometry (Å):
W1 -0.337 -0.049 0.358  1.74
C1 -4.112 1.979 -0.116  0.02
C2 -3.043 1.001 0.186  -0.24
N1 -1.823 1.346 0.317  -0.17
N2 -1.399 2.665 0.147  0.13
C3 -0.093 2.728 0.086  -0.41
O1 0.664 1.657 0.104  -0.18
C4 0.559 4.039 0.111  -0.18
C5 -0.144 5.200 -0.208  -0.02
C6 0.473 6.432 -0.077  -0.06
C7 1.788 6.509 0.376  -0.05
C8 2.488 5.350 0.684  -0.06
C9 1.877 4.114 0.543  -0.03
C10 -3.239 -0.440 0.310  -0.19
C11 -4.459 -1.082 0.243  0.02
C12 -4.516 -2.456 0.345  -0.02
C13 -3.334 -3.150 0.531  -0.01
C14 -2.147 -2.461 0.605  -0.07
N3 -2.091 -1.121 0.489  -0.04
H1 -3.749 2.988 0.060  0.08
H2 -4.999 1.793 0.491  0.10
H3 -4.398 1.894 -1.169  0.11
H4 -1.167 5.123 -0.556  0.11
H5 -0.074 7.336 -0.315  0.11
H6 2.264 7.474 0.491  0.11
H7 3.507 5.410 1.047  0.11
H8 2.415 3.207 0.790  0.12
H9 -5.358 -0.492 0.117  0.13
H10 -5.460 -2.982 0.288  0.13
H11 -3.329 -4.229 0.613  0.13
H12 -1.206 -2.958 0.759  0.12
C15 2.943 -3.652 0.017  -0.03
C16 3.688 -2.435 -0.495  -0.38
C17 4.558 -1.763 0.538  -0.02
O2 2.755 -1.380 -0.953  -0.18
P1 1.491 -1.491 -1.855  0.51
O3 0.183 -1.587 -1.092  -0.37
C18 1.608 0.094 -2.730  -0.18
P2 -0.011 0.843 -2.932  0.50
O4 -0.878 0.555 -1.741  -0.34
O5 -0.554 0.158 -4.228  -0.18
C19 -2.016 0.098 -4.502  -0.40
C20 -2.179 0.217 -5.998  -0.03
C21 -2.551 -1.199 -3.939  -0.03
O6 0.094 2.383 -3.095  -0.14
C22 0.876 3.229 -4.030  -0.37
C23 2.167 3.620 -3.349  -0.02
C24 1.080 2.578 -5.381  -0.03
O7 1.580 -2.745 -2.756  -0.15
C25 2.154 -3.060 -4.086  -0.37
C26 1.334 -2.415 -5.180  -0.03
C27 3.626 -2.725 -4.141  -0.03
H13 3.633 -4.298 0.560  0.10
H14 2.503 -4.229 -0.795  0.08
H15 2.138 -3.346 0.689  0.07
H16 4.290 -2.694 -1.361  0.12
H17 3.953 -1.396 1.371  0.08
H18 5.092 -0.920 0.099  0.09
H19 5.292 -2.476 0.917  0.10
H20 2.093 -0.047 -3.697  0.07
H21 2.218 0.745 -2.105  0.09
H22 -2.478 0.949 -3.999  0.14
H23 -1.542 -0.514 -6.502  0.10
H24 -1.917 1.214 -6.355  0.08
H25 -3.218 0.021 -6.270  0.10
H26 -2.120 -2.050 -4.475  0.09
H27 -3.635 -1.227 -4.069  0.10
H28 -2.319 -1.294 -2.879  0.07
H29 0.244 4.105 -4.140  0.15
H30 2.868 2.781 -3.309  0.08
H31 1.981 3.984 -2.337  0.07
H32 2.638 4.423 -3.920  0.10
H33 1.730 1.700 -5.309  0.08
H34 1.563 3.296 -6.044  0.10
H35 0.137 2.274 -5.835  0.07
H36 2.024 -4.135 -4.137  0.15
H37 1.572 -1.357 -5.311  0.07
H38 0.268 -2.510 -4.971  0.08
H39 1.545 -2.924 -6.121  0.10
H40 3.802 -1.656 -3.984  0.09
H41 4.013 -2.987 -5.126  0.10
H42 4.190 -3.289 -3.400  0.08
Br1 -5.226 -3.166 7.151  0.79
C28 -3.474 -2.493 7.259  -0.70
C29 -3.190 -1.461 8.135  -0.11
C30 -1.892 -0.980 8.212  -0.02
C31 -0.898 -1.491 7.391  -0.26
C32 -1.198 -2.539 6.519  -0.02
C33 -2.483 -3.049 6.462  -0.12
N4 0.426 -0.959 7.649  0.10
N5 1.344 -0.975 6.810  0.09
C34 1.171 -1.054 5.398  -0.22
C35 1.944 -1.935 4.701  0.01
C36 1.869 -2.042 3.293  0.03
C37 1.052 -1.214 2.611  -0.28
O8 0.878 -1.192 1.264  -0.23
C38 0.280 -0.265 3.288  -0.13
N6 -0.510 0.500 2.475  0.02
C39 -1.238 1.415 3.065  -0.07
C40 -1.188 1.673 4.443  0.00
C41 -0.390 0.926 5.251  0.04
C42 0.341 -0.132 4.680  -0.07
H43 -3.967 -1.058 8.769  0.11
H44 -1.637 -0.184 8.901  0.12
H45 -0.426 -2.990 5.917  0.11
H46 -2.717 -3.884 5.815  0.10
H47 2.594 -2.597 5.263  0.13
H48 2.453 -2.795 2.778  0.11
H49 -1.882 2.011 2.442  0.11
H50 -1.786 2.481 4.846  0.13
H51 -0.311 1.155 6.305  0.13


Computed, not measured: a molecular structure, C3H6N4O2, with the ωB97M-V functional and the def2-TZVPD basis.

Calculated values
* LUMO: -0.1 eV
* energy relative to the best compared isomer or geometry (same formula, charge and spin): 627.33 kJ/mol
* Kohn-Sham gap: 9.71 eV
* HOMO energy: -9.85 eV

Last column: Löwdin charge in e.
Geometry (Å):
C1 1.602 -0.237 -0.131  -0.54
C2 -0.671 0.127 0.185  -0.43
C3 -2.149 -0.436 -0.037  -0.45
H1 3.331 -0.536 0.893  0.18
H2 2.256 -1.532 1.241  0.13
H3 1.359 1.673 -0.881  0.09
H4 -1.784 1.996 -0.141  0.26
H5 0.059 2.195 0.157  0.13
H6 -3.113 -1.952 -0.685  0.23
N1 2.692 -1.405 0.025  -0.01
N2 2.157 0.850 -0.616  0.05
N3 0.233 -0.704 -0.010  0.13
N4 -0.731 1.425 0.323  0.09
O1 -2.120 -1.757 -0.249  0.07
O2 -3.122 0.292 -0.072  0.07


Number 1: E_tot -1119.0868 a.u.. Number 2: E_tot -640.5837 a.u.. Number 3: E_tot -2882.0531 a.u.. Number 4: E_tot -327.4453 a.u.. Number 5: E_tot -5885.1115 a.u.. Number 6: E_tot -487.2140 a.u..